1.
This record from OMol25 describes a 2-piece molecular cluster, C6H6 overall. The level of theory is the ωB97M-V functional and the def2-TZVPD basis.

Geometry (Å):
C (-1.35, -0.19, 0.59)
C (-1.77, 0.57, -1.34)
C (-1.01, 0.99, -2.31)
C (-0.02, 0.58, -1.42)
C (0.62, 0.15, -0.43)
C (1.74, -0.25, 0.41)
H (-1.68, 0.73, 1.05)
H (-0.55, -0.67, 1.16)
H (-2.14, -0.91, 0.40)
H (1.83, -1.34, 0.50)
H (1.66, 0.18, 1.42)
H (2.67, 0.13, -0.03)

Values from the calculation:
- HOMO: -8.716 eV
- Largest force on an atom: 0.68 eV/A
- ΔE to the lowest compared entry with this formula, charge and spin: 903.8 kJ/mol
- E_LUMO: -0.503 eV
- Kohn-Sham gap: 0.3018 Eh



2.
This record from OMol25 describes one molecule with the formula C6H6 in a non-equilibrium geometry. The level of theory is the ωB97M-V functional and the def2-TZVPD basis.

Geometry (Å):
C (3.13, 0.50, 0.33)
C (2.24, -0.04, -0.30)
C (1.11, -0.82, -0.70)
C (-0.23, -0.32, -0.32)
C (-1.32, 0.11, -0.04)
C (-2.65, 0.65, 0.33)
H (3.79, 0.40, 1.15)
H (1.10, -1.37, -1.65)
H (1.84, -1.51, -0.05)
H (-2.63, 1.11, 1.32)
H (-2.97, 1.41, -0.39)
H (-3.42, -0.13, 0.34)

Values from the calculation:
- HOMO: -9.020 eV
- Largest force on an atom: 3.14 eV/A
- SMILES string: C#CCC#CC
- ΔE to the lowest compared entry with this formula, charge and spin: 516.9 kJ/mol
- E_LUMO: 0.896 eV
- Kohn-Sham gap: 0.3644 Eh



3.
This record from OMol25 describes one molecule with the formula C6H6 in a non-equilibrium geometry. The level of theory is the ωB97M-V functional and the def2-TZVPD basis.

Geometry (Å):
C (2.74, 0.03, -0.38)
C (1.29, 0.18, -0.41)
C (0.08, 0.29, -0.44)
C (-1.33, 0.41, -0.49)
C (-2.19, -0.29, 0.35)
C (-2.72, -1.29, 0.98)
H (3.06, -0.43, 0.56)
H (3.07, -0.62, -1.20)
H (3.24, 1.00, -0.49)
H (-1.75, 1.18, -1.13)
H (-2.39, 0.81, 0.68)
H (-3.11, -1.27, 1.99)

Values from the calculation:
- HOMO (spin up / spin down): -7.474 / -8.185 eV
- Largest force on an atom: 1.07 eV/A
- ΔE to the lowest compared entry with this formula, charge and spin: 665.1 kJ/mol
- E_LUMO (spin up / spin down): -0.439 / -0.395 eV
- Kohn-Sham gap (spin up / spin down): 0.2585 / 0.2863 Eh



4.
This record from OMol25 describes one molecule with the formula C6H6. The level of theory is the ωB97M-V functional and the def2-TZVPD basis.

Geometry (Å):
C (2.73, 0.13, 0.10)
C (2.00, -0.95, 0.30)
C (0.95, -1.69, 0.42)
C (-0.21, -1.14, 0.25)
C (-0.93, -0.08, -0.02)
C (-2.34, 0.36, -0.19)
H (3.04, 0.40, -0.90)
H (2.97, 0.80, 0.91)
H (-0.15, 0.69, -0.15)
H (-2.55, 1.14, 0.54)
H (-3.06, -0.45, -0.08)
H (-2.44, 0.80, -1.19)

Values from the calculation:
- HOMO (spin up / spin down): -8.675 / -8.675 eV
- Largest force on an atom: 0.50 eV/A
- SMILES string: C=C=C=C=CC
- ΔE to the lowest compared entry with this formula, charge and spin: 537.4 kJ/mol
- E_LUMO (spin up / spin down): 0.045 / 0.044 eV
- Kohn-Sham gap (spin up / spin down): 0.3204 / 0.3204 Eh



5.
This record from OMol25 describes one molecule with the formula C6H6Br2N4 in a non-equilibrium geometry. The level of theory is the ωB97M-V functional and the def2-TZVPD basis.

Geometry (Å):
C (1.25, 1.55, 0.03)
C (1.60, 0.21, -0.06)
C (-1.22, -1.56, -0.04)
C (-1.64, -0.26, 0.03)
C (2.13, 2.67, 0.18)
C (-2.19, -2.70, -0.11)
N (-0.08, 1.72, 0.01)
N (0.11, -1.73, -0.04)
N (-0.51, 0.51, -0.05)
N (0.54, -0.48, -0.03)
Br (3.36, -0.56, -0.10)
Br (-3.43, 0.37, 0.05)
H (3.15, 2.53, 0.67)
H (2.48, 2.90, -0.76)
H (1.64, 3.63, 0.66)
H (-2.66, -2.45, -0.98)
H (-2.93, -2.73, 0.66)
H (-1.57, -3.63, -0.13)

Values from the calculation:
- HOMO: -7.916 eV
- Largest force on an atom: 5.43 eV/A
- ΔE to the lowest compared entry with this formula, charge and spin: 36.3 kJ/mol
- E_LUMO: 0.464 eV
- Kohn-Sham gap: 0.3080 Eh



6.
This record from OMol25 describes an isolated ion of composition C6H6BrO2S and charge -1 in a non-equilibrium geometry. The level of theory is the ωB97M-V functional and the def2-TZVPD basis.

Geometry (Å):
C (-0.73, -1.95, 0.60)
C (-1.26, -0.66, 0.12)
C (-0.53, 0.47, 0.15)
C (0.93, 0.64, 0.42)
C (2.04, -0.22, -0.38)
S (1.79, -1.06, -1.78)
Br (3.83, -0.02, 0.53)
C (-1.22, 1.68, -0.42)
O (-2.37, 1.84, -0.62)
O (-0.31, 2.64, -0.82)
H (-0.59, -2.69, -0.13)
H (0.33, -1.79, 0.87)
H (-1.44, -2.19, 1.29)
H (-2.25, -0.49, -0.08)
H (1.09, 1.55, 0.93)
H (0.67, 2.25, -0.69)

Values from the calculation:
- HOMO (spin up / spin down): -3.477 / -3.478 eV
- Largest force on an atom: 6.12 eV/A
- SMILES string: C/C=C(\C=C(/[S-])Br)C(=O)O
- Charge: -1
- E_LUMO (spin up / spin down): 3.200 / 3.200 eV
- Kohn-Sham gap (spin up / spin down): 0.2454 / 0.2454 Eh